No. 1
Computed, not measured: a molecular structure, C48H98F18K3N3O33S6 at a distorted geometry, with ωB97M-V/def2-TZVPD.

The geometry in ORCA input format:
```
! RIJCOSX wB97M-V def2-TZVPD def2/J DEFGRID3
* xyz 0 1
K 2.42549 -3.00803 -2.18211
K -1.82527 0.27005 3.71677
K -1.85577 -3.07098 1.36878
C -0.44497 5.27600 4.92339
F -0.33174 4.48670 6.00796
F -1.73090 5.52169 4.70441
F 0.20558 6.41014 5.17857
S 0.29852 4.39848 3.48118
O -0.32431 3.10487 3.51324
O 0.03351 5.15594 2.29790
N 1.81743 4.41092 4.01881
S 2.78897 3.66035 3.02489
O 2.73870 2.22093 3.05453
O 2.89061 4.23515 1.71475
C 4.40864 4.04693 3.81689
F 4.46138 3.57632 5.07243
F 5.38174 3.46133 3.12349
F 4.63909 5.35730 3.86163
C -5.14846 -2.31733 2.02363
F -4.46652 -1.39723 1.33876
F -6.43765 -2.08539 1.86144
F -4.80426 -3.52669 1.55244
S -4.73813 -2.16328 3.80349
O -4.94753 -0.78481 4.13095
O -5.54563 -3.10549 4.49549
N -3.08500 -2.40541 3.77935
S -2.84384 -3.19221 5.19604
O -3.32973 -2.43926 6.30584
O -3.13044 -4.59831 5.15185
C -1.00745 -3.16314 5.42427
F -0.59268 -1.91164 5.65771
F -0.66756 -3.94903 6.40724
F -0.37618 -3.52424 4.27638
C -2.71805 1.61158 0.03392
F -3.86297 1.30637 0.63402
F -3.00358 2.29239 -1.07706
F -1.94083 2.36460 0.79904
S -1.81448 0.06910 -0.46863
O -2.84054 -0.91029 -0.69913
O -1.00503 0.48022 -1.56489
N -1.02895 -0.34010 0.94542
S 0.53549 -0.40028 0.56116
O 0.82023 -1.30910 -0.52383
O 1.04234 0.92953 0.51918
C 1.32369 -1.24964 2.03384
F 1.08927 -2.57722 1.92374
F 2.62014 -1.01173 1.92973
F 0.90015 -0.77071 3.19913
C 1.73677 1.26136 5.87759
O 0.45438 0.63918 5.97278
C -0.06581 0.70785 7.28635
C -1.48533 0.25466 7.52628
O -2.50781 0.80449 6.72190
C -2.53611 2.20764 6.69231
C -3.68461 2.67997 5.83973
O -3.35094 2.49364 4.47670
C -4.36161 3.06377 3.67809
H 2.18275 1.40175 6.86107
H 1.60673 2.19162 5.32270
H 2.37921 0.62131 5.27195
H 0.07687 1.73890 7.65189
H 0.55372 0.14235 8.00611
H -1.70019 0.53852 8.57169
H -1.60933 -0.82376 7.50730
H -1.60065 2.66257 6.35009
H -2.71264 2.57215 7.71944
H -3.82104 3.74535 6.06330
H -4.58492 2.12305 6.12192
H -4.19901 2.80376 2.63544
H -4.42594 4.15085 3.80317
H -5.35694 2.68526 3.95208
C 4.88681 -3.51942 1.05451
O 3.54630 -3.61875 0.61340
C 3.08774 -4.95003 0.58351
C 3.82248 -5.82367 -0.42850
O 3.83825 -5.15666 -1.66197
C 4.25487 -5.92712 -2.76880
C 4.23899 -5.04456 -3.99259
O 2.93586 -4.65587 -4.41189
C 2.20146 -5.74752 -4.93665
H 5.01896 -4.00816 2.02817
H 5.09598 -2.45615 1.10916
H 5.60991 -4.01155 0.39298
H 2.03918 -4.90720 0.27887
H 3.18495 -5.41900 1.57022
H 3.28809 -6.78132 -0.50837
H 4.83081 -6.08112 -0.08301
H 3.62849 -6.82889 -2.83780
H 5.24660 -6.38048 -2.62292
H 4.78353 -5.54355 -4.80181
H 4.73062 -4.08898 -3.79864
H 1.39787 -5.35822 -5.56802
H 1.70359 -6.29772 -4.13505
H 2.79042 -6.35359 -5.62910
C -5.25593 -2.99389 -3.81152
O -6.18936 -2.00115 -3.49122
C -5.92266 -1.38860 -2.25864
C -6.97729 -0.35990 -1.96795
O -6.90194 0.62023 -2.98706
C -7.86419 1.63828 -2.86404
C -7.49126 2.75154 -3.79299
O -6.19150 3.24099 -3.68165
C -5.72256 3.58797 -2.38445
H -5.64510 -3.49124 -4.70027
H -5.13364 -3.74770 -3.01965
H -4.26818 -2.56602 -4.03200
H -4.93263 -0.91195 -2.26064
H -5.92085 -2.10986 -1.42258
H -6.75166 0.11626 -1.00576
H -7.94560 -0.87727 -2.00835
H -7.98526 1.96818 -1.82164
H -8.84562 1.22300 -3.14087
H -8.21786 3.57627 -3.62655
H -7.65326 2.53876 -4.84957
H -5.91788 2.71999 -1.74790
H -6.28336 4.46238 -2.02929
H -4.66656 3.81926 -2.46842
C -8.25555 -1.56700 -8.41687
O -7.04763 -1.67957 -7.71787
C -5.96666 -1.89494 -8.57654
C -4.65099 -2.00956 -7.85673
O -4.25220 -0.80553 -7.27240
C -2.97972 -0.89057 -6.70027
C -2.58787 0.30154 -5.88155
O -3.53283 0.53928 -4.89904
C -3.31259 1.79860 -4.25833
H -8.42233 -2.44313 -9.06421
H -8.27041 -0.65878 -9.02976
H -9.08306 -1.55962 -7.71100
H -5.91535 -1.18901 -9.41425
H -6.10784 -2.90443 -9.01193
H -3.95194 -2.32343 -8.65504
H -4.66914 -2.80597 -7.09945
H -2.22859 -1.16634 -7.46539
H -2.91571 -1.78948 -6.04893
H -2.43035 1.21365 -6.47676
H -1.59206 0.04630 -5.47190
H -2.28732 1.85146 -3.87331
H -3.98880 1.77967 -3.41036
H -3.53875 2.60289 -4.96119
C -0.04474 -2.67709 -5.02964
O 0.90903 -1.97395 -4.29100
C 1.04899 -0.59091 -4.52670
C 2.49207 -0.17022 -4.47742
O 3.12862 -0.55025 -3.25550
C 4.52758 -0.35530 -3.31540
C 5.09094 -0.41594 -1.91589
O 4.41245 0.50446 -1.13215
C 5.06382 0.84142 0.06926
H -1.03441 -2.21477 -5.04662
H -0.06085 -3.69590 -4.65372
H 0.28866 -2.70861 -6.08005
H 0.40639 0.01361 -3.87826
H 0.70066 -0.34954 -5.54429
H 2.53022 0.92761 -4.49797
H 3.06693 -0.52959 -5.33951
H 4.76639 0.61249 -3.76740
H 4.97910 -1.17114 -3.90325
H 6.17458 -0.20988 -1.95898
H 5.04788 -1.44107 -1.49398
H 6.03517 1.28671 -0.17252
H 5.22896 -0.02079 0.73383
H 4.40061 1.50740 0.61126
C -2.07323 6.46243 -6.13887
O -1.51688 6.17531 -4.90751
C -2.47790 5.83611 -3.94114
C -1.82043 5.59911 -2.60359
O -0.83324 4.60949 -2.72470
C -0.21269 4.35291 -1.47592
C 0.94641 3.43068 -1.68522
O 1.99459 4.06463 -2.36055
C 3.20136 3.39838 -2.15049
H -2.62577 5.63906 -6.60968
H -1.26696 6.72659 -6.82832
H -2.71350 7.35833 -6.10288
H -3.03337 4.94011 -4.25682
H -3.20319 6.65757 -3.82544
H -2.62155 5.30360 -1.90547
H -1.37422 6.53125 -2.23350
H -0.94243 3.87917 -0.81309
H 0.16629 5.25507 -0.97834
H 0.58123 2.57588 -2.29649
H 1.22896 2.89651 -0.77343
H 3.47524 3.40889 -1.08478
H 4.07026 3.92852 -2.55671
H 3.21996 2.37020 -2.52824
C 9.72309 -4.71691 7.18104
O 9.01102 -3.51803 7.33330
C 9.85778 -2.38141 7.38948
C 9.00912 -1.14690 7.33067
O 8.52781 -0.97655 6.02141
C 7.86175 0.23961 5.85540
C 6.93938 0.16627 4.68657
O 5.88198 -0.73718 5.02281
C 4.92648 -0.80843 4.01461
H 8.99617 -5.50468 6.97983
H 10.29641 -4.95114 8.08282
H 10.34316 -4.68678 6.27302
H 10.47492 -2.44200 6.48230
H 10.45638 -2.42552 8.30685
H 9.53871 -0.27407 7.73516
H 8.16672 -1.29248 8.02756
H 8.57464 1.06665 5.71313
H 7.26398 0.53825 6.72758
H 7.43174 -0.24235 3.79184
H 6.47820 1.12658 4.42724
H 4.53684 0.18841 3.74488
H 4.03447 -1.33851 4.35672
H 5.29131 -1.30501 3.10528
*
```

DFT total energy ... -286294.556 eV
Gap between HOMO and LUMO ... 7.4 eV
LUMO energy ... -1.188 eV
HOMO ... -8.5723 eV

Results of the Löwdin charge analysis, in e, for atoms 1 through 6: number 1, K, carries 0.870; number 2, K, carries 0.732; number 3, K, carries 0.823; number 4, C, carries -0.669; number 5, F, carries 0.110; number 6, F, carries 0.147



No. 2
Computed, not measured: 12 unconnected molecules or ions with the total composition C48H98F21N6O16PS5 at a distorted geometry, with ωB97M-V/def2-TZVPD.

The geometry in ORCA input format:
```
! RIJCOSX wB97M-V def2-TZVPD def2/J DEFGRID3
* xyz 0 1
C 0.11359 4.10623 4.97270
C -0.18352 5.18934 5.96259
O -0.26014 6.32658 5.63042
N -0.57034 4.78526 7.33804
H -0.26376 3.81441 7.43830
H 0.09402 5.23299 7.97707
C -2.00495 5.17682 7.63153
H -0.14407 4.39048 3.95725
H -0.47694 3.21771 5.21850
H 1.15299 3.76868 5.02000
H -2.70754 4.43196 7.26513
H -2.15587 6.16917 7.21764
H -2.14917 5.25161 8.70841
C 3.94553 0.86339 -4.30821
C 3.64296 1.79333 -5.47805
C 4.90025 2.25778 -6.17251
N 4.67552 2.70301 -7.61734
C 3.58576 3.81642 -7.65055
C 4.23249 1.60031 -8.58377
C 5.17097 1.68323 -9.81322
C 6.43875 2.25498 -9.19428
C 5.91574 3.32655 -8.25083
H 3.04761 0.73541 -3.70872
H 4.70648 1.27545 -3.63965
H 4.36639 -0.08884 -4.63396
H 2.98671 2.63581 -5.25925
H 3.04059 1.14431 -6.12401
H 5.51229 1.37424 -6.38022
H 5.53699 2.95081 -5.62689
H 3.49901 4.15800 -8.67647
H 3.97790 4.52184 -6.92309
H 2.65584 3.36550 -7.31653
H 3.18892 1.68291 -8.87927
H 4.31242 0.60018 -8.15867
H 4.62794 2.27575 -10.54405
H 5.40484 0.63637 -9.99538
H 7.19710 2.64377 -9.86966
H 6.85611 1.44500 -8.59274
H 5.61838 4.22170 -8.79672
H 6.67990 3.70135 -7.57074
C -2.44889 1.16376 6.18379
C -2.90458 0.01216 7.07659
C -1.90989 -0.25870 8.18571
N -2.22567 -1.50843 9.02535
C -2.11145 -2.72908 8.07751
C -1.33123 -1.50683 10.24825
C -1.95808 -2.46233 11.22421
C -3.43720 -2.46013 10.88339
C -3.60849 -1.53089 9.67663
H -3.15523 1.35668 5.37731
H -1.46225 0.95918 5.76550
H -2.40568 2.11480 6.73037
H -3.00753 -0.84987 6.41237
H -3.94334 0.15423 7.38337
H -2.02935 0.50668 8.95752
H -0.87275 -0.29511 7.85932
H -1.08707 -2.56166 7.74381
H -2.70966 -2.58940 7.18127
H -2.31422 -3.62889 8.64692
H -0.29943 -1.68604 9.95348
H -1.42772 -0.50477 10.66543
H -1.55457 -3.47365 11.26569
H -1.85838 -2.16291 12.27057
H -3.62211 -3.48221 10.54980
H -4.20165 -2.21185 11.61644
H -4.40267 -1.96370 9.06566
H -3.97218 -0.50581 9.76156
C -1.57630 0.11130 -5.38765
C -1.63653 -1.08001 -6.33373
C -2.11785 -0.71220 -7.71652
N -2.48188 -1.91800 -8.58890
C -2.67666 -1.26387 -9.93809
C -3.74638 -2.73835 -8.19776
C -3.23561 -3.84129 -7.29579
C -1.82277 -4.11091 -7.73703
C -1.42036 -3.00167 -8.73026
H -0.73319 0.77405 -5.59213
H -1.32829 -0.33950 -4.42529
H -2.52416 0.63615 -5.28952
H -2.40583 -1.74328 -5.92893
H -0.71061 -1.65964 -6.32061
H -1.53471 0.05927 -8.22822
H -3.05291 -0.14401 -7.69987
H -3.11730 -1.88961 -10.71535
H -1.68549 -0.95674 -10.25914
H -3.41142 -0.46776 -9.83236
H -4.11649 -3.15499 -9.13251
H -4.47779 -2.15067 -7.63971
H -3.79327 -4.76197 -7.47226
H -3.32329 -3.60653 -6.23618
H -1.55848 -5.12623 -8.03418
H -1.16994 -4.04643 -6.85902
H -1.37767 -3.57101 -9.65725
H -0.47672 -2.54940 -8.43514
C 2.09512 -1.50147 -0.98535
C 1.09051 -0.37427 -1.33213
C 0.01387 -0.36079 -0.24360
N -1.05686 0.75082 -0.27176
C -1.86712 0.46123 -1.49310
C -0.39981 2.14299 -0.20258
C -0.58952 2.68726 1.24658
C -0.95886 1.46272 2.03226
C -1.80045 0.64660 1.05413
H 2.83085 -1.58962 -1.78171
H 1.64971 -2.47597 -0.78429
H 2.54139 -1.09913 -0.07374
H 0.52793 -0.57338 -2.24523
H 1.72287 0.51178 -1.31546
H 0.53752 -0.17258 0.69634
H -0.55262 -1.28741 -0.18528
H -2.32436 -0.52819 -1.50698
H -1.37095 0.60754 -2.45223
H -2.71220 1.13647 -1.63408
H -0.85915 2.82284 -0.91481
H 0.66500 1.98889 -0.35416
H -1.47783 3.31996 1.24195
H 0.26800 3.27592 1.56579
H -1.52425 1.59440 2.95580
H -0.07903 0.88612 2.31809
H -2.82697 0.95982 0.85122
H -2.00775 -0.34933 1.44738
C 6.49154 -3.07494 7.35783
C 5.38642 -3.69093 6.48361
C 4.44526 -2.66269 5.86219
N 3.58349 -3.22176 4.74398
C 2.64755 -4.35017 5.18663
C 4.43630 -3.73572 3.59691
C 4.13634 -2.89080 2.34998
C 2.70146 -2.44583 2.55970
C 2.82796 -2.06256 4.04515
H 7.32679 -2.90446 6.67619
H 6.91940 -3.72631 8.11934
H 6.23135 -2.15186 7.87503
H 4.86409 -4.45718 7.05903
H 5.87302 -4.26736 5.69533
H 4.84915 -1.75757 5.41473
H 3.75110 -2.37146 6.65310
H 2.11807 -4.62859 4.28236
H 1.98162 -3.91492 5.92997
H 3.22263 -5.11211 5.70409
H 4.18053 -4.76254 3.35377
H 5.47562 -3.50337 3.81521
H 4.20116 -3.44368 1.41275
H 4.78637 -2.01876 2.27188
H 2.03537 -3.26627 2.29133
H 2.43536 -1.61514 1.91175
H 1.88359 -1.98256 4.58454
H 3.32189 -1.11419 4.24646
C 3.65737 3.75493 -1.66129
F 2.84342 2.87800 -2.27865
F 4.59767 4.16869 -2.53076
F 2.93776 4.75988 -1.21285
S 4.45190 2.87389 -0.20976
O 5.32675 3.82871 0.42942
O 3.33443 2.57698 0.66466
O 5.11655 1.73064 -0.86562
C -1.34135 -3.42512 -2.80565
F -0.10822 -3.97894 -2.75916
F -1.49853 -2.71790 -1.68262
F -1.44261 -2.68094 -3.89463
S -2.59439 -4.83297 -2.93448
O -2.22116 -5.81681 -1.90969
O -3.92672 -4.30214 -2.71142
O -2.45425 -5.35406 -4.28919
C -4.75711 4.20895 2.13600
F -3.69089 4.24363 1.35055
F -5.20191 5.45758 2.34098
F -5.84813 3.60197 1.65944
S -4.36259 3.32256 3.76203
O -4.56824 1.91399 3.46616
O -2.98322 3.64363 4.08722
O -5.27747 3.86920 4.74445
C -3.25929 4.40665 -2.33890
F -3.45358 3.21630 -1.75774
F -4.43145 4.98150 -2.59105
F -2.56551 5.15027 -1.45469
S -2.31313 4.00081 -3.99375
O -1.50915 2.79415 -3.74131
O -3.38046 3.73317 -4.93810
O -1.56349 5.20416 -4.23559
C -5.05336 -1.03357 -4.06207
F -4.82235 0.19470 -3.60904
F -4.03380 -1.85249 -3.76475
F -6.13902 -1.53169 -3.48579
S -5.29932 -1.08012 -5.94473
O -5.18793 -2.51283 -6.18911
O -6.64086 -0.55471 -6.10805
O -4.23070 -0.29017 -6.54030
P -1.14042 -2.07741 3.98634
F -0.65480 -1.49904 5.48075
F -0.07211 -3.27297 4.28454
F -2.38529 -2.86105 4.71059
F -1.54025 -2.65250 2.56793
F -2.33497 -0.96019 3.72062
F -0.02089 -1.11856 3.31589
*
```

DFT total energy ... -213594.023 eV
Gap between HOMO and LUMO ... 4.5 eV
LUMO energy ... -1.918 eV
HOMO ... -6.4610 eV

Results of the Löwdin charge analysis, in e, for atoms 1 through 6: number 1, C, carries 0.035; number 2, C, carries -0.411; number 3, O, carries 0.195; number 4, N, carries 0.094; number 5, H, carries 0.172; number 6, H, carries 0.188